202
Properties=species:S:1:pos:R:3:forces:R:3 method="wB97M-V/def2-TZVPD" multiplicity=2 homo_ev="-12.3 / -12.3" s2=0.752 charge=+2 orbital_gap_ev="8.44 / 3.05"
C -12.155480 1.814100 -11.545910 0.436 -1.344 -0.411
C -12.730930 2.407400 -10.290980 -0.969 1.511 -0.099
C -14.231230 2.166690 -10.037990 1.000 -0.593 0.673
C -14.344830 0.682740 -9.582190 0.012 -0.130 -0.289
P -15.780890 0.196520 -8.638470 -1.523 0.964 -0.672
C -17.232500 0.676110 -9.824720 0.913 -0.648 1.266
C -17.567870 2.164080 -9.867590 0.285 0.335 1.594
C -18.476000 2.566220 -11.000410 -0.962 -1.155 -0.357
C -17.866280 2.698930 -12.420690 0.061 0.102 1.275
C -15.793910 -1.579110 -8.186990 1.200 -0.026 -1.283
C -15.023940 -2.470840 -9.275770 -0.137 0.776 1.378
C -14.607180 -3.807860 -8.656620 -2.203 -0.921 0.363
C -15.772720 -4.577480 -7.895220 1.238 -0.846 -0.880
C -15.773820 1.231470 -7.072410 -0.890 -0.857 -0.954
C -14.463600 1.356170 -6.362270 0.898 1.221 -0.901
C -14.629800 2.402400 -5.235810 1.917 -1.336 0.822
C -13.323340 2.542390 -4.375120 -1.418 0.627 -0.106
H -12.613920 2.202360 -12.455410 -0.155 0.302 0.162
H -12.270390 0.733330 -11.628620 -0.097 -0.241 0.181
H -11.080860 1.962520 -11.652030 -0.027 0.284 0.201
H -12.662670 3.476060 -10.494470 0.201 0.298 0.567
H -12.275090 2.206600 -9.321450 0.763 -0.170 -0.373
H -14.786630 2.491400 -10.917870 -0.367 -0.633 0.061
H -14.525050 2.799660 -9.200660 -0.059 0.213 -0.041
H -13.564960 0.400090 -8.875080 0.666 0.379 -0.146
H -14.190320 0.033190 -10.443760 -0.303 -0.195 0.059
H -18.081290 0.169850 -9.364990 -0.299 -0.213 -0.308
H -17.087250 0.273820 -10.827300 0.451 -0.335 0.137
H -16.734120 2.843720 -9.691350 0.321 -0.138 -0.540
H -18.107450 2.264480 -8.925850 -0.427 0.513 0.083
H -19.148600 3.347500 -10.646430 0.586 0.781 -0.523
H -19.196100 1.747980 -11.005910 -0.322 -0.365 -0.429
H -17.544040 1.737870 -12.821480 -0.136 -0.151 0.083
H -16.957670 3.290690 -12.309590 -0.098 0.384 -0.465
H -18.582840 3.130240 -13.119700 0.232 0.146 0.102
H -16.834780 -1.881380 -8.071580 -0.050 -0.121 -0.176
H -15.328540 -1.714730 -7.210700 0.135 0.259 0.088
H -14.049180 -2.085880 -9.575350 -0.181 0.861 0.086
H -15.643260 -2.426600 -10.171650 -0.038 -0.848 -0.044
H -13.762440 -3.680570 -7.979620 -0.046 0.285 0.016
H -14.261940 -4.448720 -9.467920 0.037 -0.125 0.081
H -15.354680 -5.513820 -7.525600 0.326 0.077 0.376
H -16.496620 -5.002610 -8.590430 -0.366 0.652 -0.187
H -16.267870 -4.118430 -7.039540 0.118 0.435 -0.227
H -16.422550 0.853180 -6.282380 -0.790 -0.219 -0.601
H -16.146120 2.194880 -7.420720 -0.032 0.203 0.284
H -13.735960 1.686500 -7.103570 0.338 0.581 0.137
H -14.027130 0.395000 -6.090730 -0.383 -0.137 0.743
H -15.322470 2.033330 -4.479440 -0.575 -0.103 -0.267
H -14.994480 3.376400 -5.562070 0.074 -0.140 -0.337
H -12.485230 3.054210 -4.848090 -0.068 -0.188 -0.134
H -13.021320 1.588900 -3.941820 0.010 0.153 -0.232
H -13.698630 3.159020 -3.558410 0.568 0.176 0.313
C -20.510990 0.319110 1.964320 0.468 -0.287 0.481
C -19.114460 0.570020 1.456480 0.602 1.904 -1.025
C -19.039310 0.866110 -0.082880 0.059 -1.853 0.253
C -19.397380 -0.449260 -0.776430 0.205 0.146 -1.728
P -19.144090 -0.310570 -2.597520 1.677 0.721 0.924
C -19.850210 1.276970 -3.198200 -1.611 -0.658 0.740
C -21.360630 1.305730 -2.774240 -2.054 1.568 -0.605
C -22.225980 2.358590 -3.540330 0.376 0.256 -1.321
C -22.526490 1.986440 -5.029120 -0.365 0.165 0.956
C -17.330960 -0.198390 -2.974400 2.021 -1.098 -0.749
C -16.348660 -1.471870 -3.134130 0.725 0.425 1.202
C -14.763220 -1.215190 -3.232300 -0.409 -0.042 -1.387
C -13.862270 -1.936480 -2.235220 -1.354 -0.310 1.243
C -19.839680 -1.766910 -3.361400 0.495 -0.507 -1.397
C -19.271210 -3.156910 -2.921860 -0.603 0.691 0.946
C -19.573190 -4.314220 -3.833190 -1.367 -0.022 -1.441
C -21.050820 -4.842830 -3.781790 0.739 -0.083 0.300
H -20.954480 -0.591630 1.561870 -0.467 0.425 -0.647
H -20.992400 1.285280 1.813160 -0.934 -0.532 -0.096
H -20.535760 0.074710 3.026280 0.285 0.439 0.220
H -18.356030 -0.159920 1.739430 -0.089 -0.140 -0.161
H -18.802780 1.546660 1.826790 0.188 -0.133 0.771
H -18.037230 1.167560 -0.387950 0.202 -0.044 0.267
H -19.680010 1.624840 -0.532250 -0.344 0.278 0.875
H -20.434480 -0.756330 -0.641440 -0.163 0.182 0.049
H -18.798240 -1.307760 -0.472920 0.261 0.035 0.168
H -19.624420 1.479750 -4.245100 -0.431 -0.662 -0.391
H -19.422790 2.186760 -2.776680 0.494 -0.433 0.699
H -21.552820 1.570510 -1.734500 0.961 0.040 0.336
H -22.069140 0.483140 -2.871480 1.010 -1.187 -0.353
H -21.752580 3.340150 -3.563430 0.481 -0.021 -0.029
H -23.165550 2.630530 -3.059330 -0.049 -0.804 0.441
H -22.948150 1.001410 -5.229160 0.606 -0.510 0.545
H -21.626830 2.155050 -5.620970 -0.249 0.101 -0.387
H -23.402990 2.555430 -5.339130 0.457 0.744 -0.395
H -16.804650 0.504660 -2.328780 -0.525 0.067 0.682
H -17.132110 0.287720 -3.929520 -0.918 0.325 -0.370
H -16.584710 -2.067540 -4.015920 -0.432 0.099 0.154
H -16.395470 -2.116860 -2.256690 -0.547 -0.140 -0.025
H -14.468350 -0.171920 -3.345220 -0.300 0.336 0.485
H -14.488740 -1.602550 -4.213480 0.005 -0.166 -0.295
H -14.198450 -2.950250 -2.017620 -0.059 -0.292 -0.739
H -14.070360 -1.545560 -1.239240 0.626 0.615 0.151
H -12.797650 -1.989240 -2.463010 -0.309 0.371 -0.021
H -19.550420 -1.657730 -4.406630 -0.029 0.114 -0.462
H -20.926340 -1.681990 -3.369850 -0.090 -0.218 0.329
H -19.732030 -3.325540 -1.948560 0.497 -0.305 0.371
H -18.182290 -3.180790 -2.879630 -0.152 0.625 0.523
H -18.832530 -5.093780 -3.654840 -0.339 -0.237 0.264
H -19.310750 -3.936570 -4.821420 -0.134 -0.254 -0.508
H -21.238690 -4.985580 -2.717630 -0.489 -0.083 -0.008
H -21.261390 -5.788040 -4.282130 0.787 -0.230 0.164
H -21.842530 -4.239840 -4.226430 0.337 0.830 0.236
Cl -18.995090 -0.167880 -6.694730 -0.103 0.006 0.001
O -19.308990 3.983160 2.483730 0.828 0.787 0.439
C -18.752890 4.897590 3.064210 -0.988 -0.743 -1.092
O -17.995820 5.795760 2.400760 0.669 -0.536 -1.106
C -17.370970 6.745450 3.300080 -1.304 0.074 -1.271
C -18.400680 6.798720 4.378610 0.566 -1.003 2.356
C -18.882440 5.314190 4.483860 0.300 0.526 -0.037
H -17.430020 7.723980 2.823530 0.742 -0.197 -0.377
H -16.350390 6.410910 3.486060 -0.142 0.125 0.431
H -19.140690 7.553760 4.113310 -0.166 -0.328 0.354
H -17.853890 7.014190 5.296600 -0.603 0.650 0.264
H -19.856210 5.006920 4.865240 -0.083 0.644 -0.048
H -18.168500 4.748830 5.082820 0.215 -0.018 0.008
O -24.944860 7.651230 -2.573350 -0.789 -2.376 1.402
C -25.702080 6.738390 -2.219510 2.255 2.605 -1.653
O -26.976080 6.874050 -2.523370 -2.221 -1.627 1.537
C -27.683700 5.633610 -2.094160 0.433 -1.055 -1.631
C -26.583970 4.564830 -2.063790 -1.083 -0.688 -1.544
C -25.426370 5.349110 -1.671220 1.702 0.838 0.326
H -28.315160 5.412770 -2.954730 -0.636 0.222 0.626
H -28.160800 5.563860 -1.116610 -0.304 1.283 -0.135
H -26.360250 4.216980 -3.072280 -0.460 -0.042 -0.304
H -26.760800 3.643290 -1.509170 -0.302 0.381 0.391
H -24.568430 4.976870 -2.231100 0.338 0.180 0.915
H -25.345290 5.364550 -0.584350 0.721 0.176 -0.023
O -16.675560 2.986010 -1.482750 1.781 2.154 2.153
C -16.063850 3.783710 -0.719850 -1.170 -1.770 -3.347
O -15.877910 5.058240 -1.069940 -0.640 1.302 -1.056
C -15.438110 5.931660 0.011730 0.164 -2.764 2.203
C -14.724910 4.839230 0.889040 1.027 0.977 -0.146
C -15.469730 3.532100 0.590850 0.113 0.907 1.692
H -16.292260 6.234230 0.617510 -0.366 0.253 -0.593
H -14.817760 6.801850 -0.202840 -0.109 -0.481 -0.922
H -14.603640 5.145630 1.928030 -0.564 -0.216 0.141
H -13.685790 4.752460 0.571550 0.050 -0.132 -0.347
H -16.363030 3.483130 1.213510 -0.043 -0.331 0.522
H -14.844770 2.653650 0.751610 -0.374 -0.077 -0.439
O -25.062370 -0.264740 -4.153800 0.357 -1.539 -2.222
C -24.810210 -0.774530 -5.256900 2.920 -1.144 6.219
O -25.113890 -0.245110 -6.336970 -1.660 2.312 -4.375
C -24.680070 -0.962800 -7.506100 -1.040 -0.786 -0.204
C -24.093560 -2.261500 -7.031210 1.407 -0.352 0.179
C -23.796510 -1.962130 -5.565630 -1.239 -0.324 0.311
H -23.943500 -0.383300 -8.062650 -0.559 0.281 -0.032
H -25.589420 -1.276090 -8.018950 0.142 1.052 -0.676
H -23.160390 -2.414370 -7.573360 0.001 -0.311 -0.019
H -24.725790 -3.122890 -7.246590 -0.123 0.148 0.385
H -22.760720 -1.632590 -5.484220 -0.107 0.391 0.332
H -23.933250 -2.823310 -4.911580 -0.059 0.217 0.112
O -21.463380 4.640940 -10.610290 -1.070 -1.327 0.691
C -21.886000 3.647610 -10.054980 0.665 1.170 -1.493
O -22.685760 2.727750 -10.699570 0.307 0.259 -0.251
C -22.940990 1.578930 -9.889990 -0.320 0.705 1.162
C -21.893520 1.646970 -8.802340 0.915 -0.247 0.303
C -21.400220 3.116740 -8.749530 -0.172 -1.793 0.872
H -22.840340 0.594800 -10.347670 -0.237 0.507 -0.940
H -23.937880 1.683630 -9.461800 -0.194 -0.068 -0.212
H -21.105840 0.976650 -9.146350 0.362 0.016 0.369
H -22.286400 1.275380 -7.855950 0.180 0.066 0.071
H -20.315360 3.221730 -8.762270 0.004 -0.120 0.022
H -21.712600 3.511390 -7.782700 -0.397 0.831 -0.500
C -17.572000 -1.715560 5.024630 -0.097 0.506 0.612
Cl -16.659610 -1.883960 3.495660 -0.453 -0.158 0.383
Cl -17.345620 -3.010440 6.188480 0.329 -0.423 -0.051
H -17.209080 -0.813200 5.516720 -0.077 -0.076 -0.291
H -18.654520 -1.668000 4.906370 0.303 0.137 -0.688
C -15.419390 -5.422090 -2.288800 0.601 -0.260 1.127
Cl -15.751030 -4.890740 -3.928410 -0.142 -0.001 0.114
Cl -16.543540 -4.819270 -1.014520 -0.141 -0.374 -0.989
H -15.364570 -6.509340 -2.234240 -0.548 0.124 -0.214
H -14.435940 -5.078840 -1.967720 -0.114 0.298 -0.326
C -21.453840 4.735120 0.123880 1.558 0.935 -0.336
Cl -22.518260 3.850030 1.140160 -0.792 -0.338 0.311
Cl -22.204950 5.359180 -1.430160 1.176 -0.603 1.410
H -20.970010 5.543260 0.672430 -1.077 0.711 -0.026
H -20.526970 4.166700 0.046900 -0.404 -0.692 -1.232
C -13.798730 -5.328090 0.944330 0.757 -0.425 0.150
Cl -13.587260 -5.889820 2.586210 -0.213 0.135 0.858
Cl -14.171320 -3.610150 0.762580 0.047 0.004 0.363
H -12.794280 -5.469770 0.545450 -0.505 -0.076 -0.627
H -14.589590 -5.960610 0.541150 0.241 0.408 -0.377
C -9.644210 -0.638550 -3.336160 0.202 -0.136 -0.426
Br -8.636600 0.982880 -3.812170 -0.322 -1.066 0.346
Br -8.608510 -2.354750 -3.586860 -1.044 1.525 -0.132
Br -11.422900 -0.488110 -4.276290 1.438 -0.609 0.377
H -9.864000 -0.639040 -2.268550 -0.001 0.214 -0.368
C -18.755480 5.658570 -5.226970 -0.567 -0.122 0.370
Br -20.711800 5.704470 -5.172200 0.589 -0.056 -0.151
Br -18.076560 5.521310 -7.018730 -0.053 -0.073 0.066
Br -18.081570 4.228530 -4.070960 0.032 0.646 -0.324
H -18.438830 6.618300 -4.818630 0.092 -0.374 -0.054
C -21.861670 -7.461380 -6.488120 0.431 -0.137 -1.006
Br -20.253440 -6.429530 -7.112220 -0.714 -0.758 0.296
Br -21.397020 -8.659980 -4.972310 -0.556 0.963 -1.327
Br -22.751000 -8.364850 -8.065370 0.862 0.544 1.472
H -22.534060 -6.638280 -6.246250 0.002 -0.631 0.509

---

15
Properties=species:S:1:pos:R:3:forces:R:3 method="wB97M-V/def2-TZVPD" homo_ev="-7.7 / -7.9" orbital_gap_ev="7.21 / 7.39" smiles="[H]/N=C/C(=O)N(C)C" relative_energy_kj_mol=426.20
H 1.791214 1.840385 -0.704387 1.213 -0.379 -0.699
N 1.553989 0.856986 -0.497128 0.179 0.464 -2.816
C 1.095051 0.210740 -1.593746 1.330 2.560 1.591
C -0.024841 -0.573702 -1.213208 -0.245 -2.194 3.567
O -0.606945 -1.531582 -1.680344 0.250 0.760 -0.219
N -0.125782 -0.179676 0.237312 -1.981 -1.483 -1.158
C -0.198335 -1.261146 1.205977 -0.704 0.023 -0.811
C -0.907004 0.997795 0.566390 0.319 -0.193 0.247
H 1.397572 0.356304 -2.624087 -0.125 0.484 -0.054
H 0.066237 -0.905186 2.202452 0.123 0.104 -0.114
H -1.213925 -1.664551 1.233759 -0.106 -0.200 0.261
H 0.466617 -2.058589 0.879964 0.072 0.001 0.168
H -0.436306 1.524999 1.398382 -0.034 0.003 0.141
H -0.942645 1.690060 -0.274229 -0.115 -0.137 -0.022
H -1.914897 0.697163 0.862894 -0.176 0.187 -0.082

---

12
Properties=species:S:1:pos:R:3:forces:R:3 method="wB97M-V/def2-TZVPD" homo_ev=-10.1 orbital_gap_ev=10.92 relative_energy_kj_mol=329.11
C -0.457672 1.552132 -1.325660 0.143 -1.370 0.305
O -0.172832 0.174689 -0.993662 -0.054 -0.761 0.269
C 0.733397 -0.112589 -0.044704 0.318 2.347 0.914
O 1.444329 0.694488 0.535154 -0.862 -0.964 -1.211
C 0.675970 -1.543706 0.341559 1.249 1.375 -2.102
N -0.004061 -1.919276 1.290412 -1.730 -1.277 2.951
O -0.627210 -0.852110 1.953896 -0.737 -0.277 0.426
H -0.891888 1.489766 -2.307997 0.361 0.294 -0.547
H 0.478603 2.047565 -1.202939 0.291 1.025 -0.314
H -1.236393 1.912255 -0.681520 -0.116 0.311 0.653
H 1.278018 -2.219216 -0.225177 0.053 -0.733 -0.119
H -1.220261 -1.223998 2.660639 1.085 0.030 -1.227